[1]
{"formula": "C7H8N4", "method": "wB97M-V/def2-TZVPD", "relative_energy_kcal_mol": 102.5, "e_lumo_ev": 0.11, "homo_energy_ev": -8.7251, "smiles": "Cc1nnc2ccnn2c1C", "orbital_gap_ev": 8.83, "symbols": ["C", "C", "C", "C", "C", "C", "C", "H", "H", "H", "H", "H", "H", "H", "H", "N", "N", "N", "N"], "positions_angstrom": [[-2.7677, -0.4898, 0.0740], [-1.2703, -0.7378, -0.1927], [1.4160, -1.1766, 0.1281], [2.7831, -1.0035, 0.1863], [2.9838, 0.3264, -0.1618], [-0.4110, 0.2636, -0.1635], [-0.9023, 1.6462, 0.0110], [-3.2034, 0.2650, -0.6708], [-3.2336, -1.4339, 0.2778], [-2.8759, 0.1830, 1.1163], [3.5722, -1.8338, 0.2334], [4.1261, 0.7113, -0.0315], [-0.3646, 2.3514, -0.7320], [-1.9668, 1.9986, -0.3168], [-0.5309, 2.1449, 0.8337], [-0.6706, -2.0712, -0.1370], [0.5764, -2.2996, -0.2135], [1.8444, 1.0895, -0.1018], [0.8950, 0.0664, -0.1393]]}

---

[2]
{"formula": "C2H6CaFO2", "method": "wB97M-V/def2-TZVPD", "relative_energy_kcal_mol": 0.7, "e_lumo_ev": -4.40, "homo_energy_ev": -15.6326, "charge": 1, "orbital_gap_ev": 11.23, "symbols": ["F", "Ca", "O", "H", "C", "O", "C", "H", "H", "H", "H", "H"], "positions_angstrom": [[-0.7017, 1.0335, 2.9577], [0.8621, 0.5936, 1.9799], [0.8897, -1.3219, 1.0632], [1.6698, -1.8582, 0.8841], [-0.5824, 1.1057, -1.1476], [0.1686, 0.4114, -0.1514], [0.1365, -0.9897, -0.1829], [-1.4985, 1.5092, -0.6964], [0.0465, 1.9266, -1.5008], [-0.8113, 0.4264, -1.9778], [0.6585, -1.3425, -1.0809], [-0.8377, -1.4939, -0.1472]]}

---

[3]
{"formula": "C3H9NO2", "method": "wB97M-V/def2-TZVPD", "relative_energy_kcal_mol": 78.7, "e_lumo_ev": 1.06, "homo_energy_ev": -9.9764, "smiles": "[H][H].C=NC.O=CO", "orbital_gap_ev": 11.03, "symbols": ["C", "C", "C", "N", "O", "O", "H", "H", "H", "H", "H", "H", "H", "H", "H"], "positions_angstrom": [[-0.6999, -0.9477, 1.0278], [0.1658, 1.1797, 1.4130], [0.2885, 1.1466, -1.7666], [-0.6577, 0.4367, 0.8044], [-1.0190, 1.1341, -1.6890], [1.0033, 0.5225, -1.0536], [-0.4734, -1.3716, 2.0347], [-1.7670, -1.2310, 0.8976], [-0.1116, -1.3427, 0.2923], [1.0941, -2.5114, -0.8159], [-0.0514, 2.2319, 1.1066], [0.9331, 0.8686, 2.1840], [1.8318, -2.6344, -0.9920], [0.5473, 1.6139, -2.7007], [-1.0840, 0.9049, -0.7426]]}